Molecular formula: C31H40AuF4N4
Method: DFT, the ωB97M-V functional and the def2-TZVPD basis

Output
charge = +1
2S+1 = 1
orbital gap = 0.189 Ha

Last column: Löwdin charge in e.
Cartesian coordinates (Å):
Au  0.5173  -0.0902  -0.1277  1.326
C  1.1407  0.0064  -3.9470  -0.087
N  1.2959  0.7160  -2.6769  -0.299
C  0.7296  2.0525  -2.8225  -0.086
C  2.6980  0.7404  -2.2865  -0.204
C  2.9706  1.3561  -0.9276  -0.200
N  2.2701  0.7271  0.2004  -0.095
C  2.6628  1.1101  1.4819  -0.167
C  2.1910  0.3849  2.5962  -0.158
F  1.3174  -0.6150  2.4325  0.062
C  2.5985  0.6506  3.8864  -0.204
F  2.1058  -0.0940  4.8727  0.127
C  3.4899  1.6639  4.1594  0.118
C  3.9571  2.4056  3.0955  -0.200
F  4.8037  3.4085  3.3084  0.129
C  3.5581  2.1552  1.7958  -0.139
F  4.0411  2.9770  0.8620  0.110
H  1.6068  0.5654  -4.7707  0.098
H  0.0802  -0.1124  -4.1717  0.096
H  1.6043  -0.9743  -3.9015  0.062
H  1.1983  2.6026  -3.6506  0.105
H  0.8635  2.6302  -1.9089  0.053
H  -0.3409  1.9745  -3.0135  0.089
H  3.3045  1.3156  -3.0047  0.138
H  3.0669  -0.2888  -2.3007  0.120
H  2.7567  2.4268  -0.9389  0.113
H  4.0441  1.2604  -0.7526  0.140
H  3.8028  1.8783  5.1718  0.154
C  -4.3037  -1.8707  1.0336  -0.045
C  -2.9591  -2.2299  1.6736  -0.355
C  -2.2273  -0.9917  2.1894  -0.059
C  -2.1323  -3.2323  0.8610  -0.126
C  -2.4699  -4.5727  1.0496  -0.029
C  -1.6963  -5.5894  0.5352  -0.050
C  -0.5133  -5.2793  -0.1157  -0.025
C  -0.1287  -3.9669  -0.3501  -0.133
C  1.2332  -3.7593  -0.9831  -0.368
C  1.1884  -2.9919  -2.2980  -0.071
C  2.2178  -3.1625  0.0228  -0.053
C  -1.0123  -2.9432  0.0574  -0.139
N  -0.9132  -1.5816  -0.4087  -0.053
C  -1.9302  -1.1095  -1.0784  -0.075
C  -2.0619  0.2760  -1.2044  -0.318
C  -3.0695  1.1036  -1.6889  0.004
C  -2.7855  2.3769  -1.2167  -0.018
C  -1.6137  2.3178  -0.4412  -0.239
N  -1.1755  1.0406  -0.4456  -0.012
C  -1.0889  3.4667  0.3928  -0.538
C  0.2277  3.1418  1.0814  -0.055
C  -0.9075  4.7136  -0.4822  -0.028
C  -2.1494  3.7564  1.4703  -0.027
H  -4.8963  -1.2705  1.7257  0.086
H  -4.8766  -2.7650  0.7863  0.085
H  -4.1747  -1.2813  0.1255  0.058
H  -3.1928  -2.8090  2.5711  0.132
H  -1.9349  -0.2970  1.4050  0.034
H  -1.3379  -1.2682  2.7598  0.080
H  -2.8970  -0.4517  2.8617  0.087
H  -3.3454  -4.8088  1.6434  0.124
H  -1.9812  -6.6232  0.6804  0.114
H  0.1374  -6.0783  -0.4495  0.119
H  1.6057  -4.7617  -1.2046  0.129
H  0.7928  -1.9879  -2.1556  0.023
H  0.5525  -3.4962  -3.0273  0.097
H  2.1920  -2.9083  -2.7232  0.084
H  1.8589  -2.2114  0.4258  0.019
H  3.1924  -2.9855  -0.4365  0.086
H  2.3501  -3.8250  0.8793  0.093
H  -2.6784  -1.7951  -1.4610  0.159
H  -3.9209  0.7939  -2.2750  0.121
H  -3.3843  3.2627  -1.3565  0.116
H  1.0064  2.9301  0.3490  0.051
H  0.1285  2.2874  1.7562  0.080
H  0.5520  4.0023  1.6694  0.104
H  -0.1380  4.5632  -1.2415  0.079
H  -0.6080  5.5589  0.1400  0.095
H  -1.8330  4.9847  -0.9895  0.085
H  -2.3337  2.8715  2.0830  0.091
H  -3.0940  4.0621  1.0207  0.088
H  -1.8054  4.5614  2.1228  0.093

=====

Molecular formula: C34H39N11O2PbS
Method: DFT, the ωB97M-V functional and the def2-TZVPD basis

Output
2S+1 = 1
orbital gap = 0.242 Ha

Last column: Löwdin charge in e.
Cartesian coordinates (Å):
Pb  0.0085  -0.5934  -0.2193  1.481
N  2.1229  1.1094  -0.3663  -0.065
C  2.1589  2.1104  -1.4245  -0.244
C  1.0628  3.1640  -1.2370  -0.179
N  -0.3217  2.6647  -1.0655  -0.157
C  -0.8377  3.0829  0.2431  -0.206
C  -2.0930  2.3597  0.7266  -0.233
N  -1.7636  1.0028  1.1757  -0.056
C  -1.2136  3.0850  -2.1498  -0.177
C  -2.2555  2.0611  -2.7267  -0.256
N  -2.2774  0.6824  -2.2916  0.011
H  2.9653  0.5429  -0.3604  0.086
H  2.0344  1.5642  0.5402  0.019
H  3.1115  2.6590  -1.4543  0.116
H  2.0444  1.6117  -2.3827  0.072
H  1.3327  3.7574  -0.3578  0.112
H  1.1219  3.8355  -2.0982  0.112
H  -0.0634  2.9003  0.9881  0.084
H  -1.0540  4.1652  0.2286  0.124
H  -2.5246  2.9656  1.5329  0.115
H  -2.8407  2.3030  -0.0702  0.101
H  -1.0560  1.0214  1.9063  0.043
H  -2.5751  0.5291  1.5534  0.072
H  -1.7915  3.9615  -1.8218  0.111
H  -0.5978  3.4168  -2.9865  0.100
H  -3.2551  2.4594  -2.5345  0.098
H  -2.1379  2.0560  -3.8127  0.101
H  -2.3589  0.5991  -1.2863  -0.005
H  -1.4748  0.1452  -2.5916  0.018
C  2.1170  -0.1076  -4.7362  -0.053
C  1.1244  -0.0420  -3.7449  -0.166
N  1.0446  -0.8915  -2.7475  0.035
C  1.9386  -1.9069  -2.6683  -0.159
C  3.0340  -1.9994  -3.5663  -0.160
C  3.0946  -1.0553  -4.6149  -0.009
C  3.9771  -3.0372  -3.4162  -0.062
C  3.7991  -3.9606  -2.4207  -0.085
C  2.6825  -3.9303  -1.5745  -0.053
C  1.7016  -2.9473  -1.6889  -0.246
N  0.5315  -2.8352  -0.9983  -0.072
C  -0.2271  -3.8655  -0.5329  -0.235
C  0.0481  -5.2264  -0.6476  -0.021
C  -0.7621  -6.2010  -0.0508  -0.085
C  -1.8952  -5.8672  0.6379  -0.062
C  -2.3161  -4.5217  0.6448  -0.154
C  -3.5442  -4.1233  1.2099  -0.003
C  -3.9763  -2.8356  1.0532  -0.048
C  -3.1570  -1.9388  0.3586  -0.152
N  -1.9605  -2.2457  -0.0872  0.006
C  -1.5141  -3.5206  0.0337  -0.177
H  2.1079  0.5940  -5.5593  0.105
H  0.3649  0.7331  -3.7883  0.102
H  3.8969  -1.1315  -5.3391  0.117
H  4.8174  -3.0965  -4.0963  0.105
H  4.5213  -4.7597  -2.3006  0.105
H  2.5999  -4.6727  -0.7946  0.099
H  0.9065  -5.5573  -1.2098  0.087
H  -0.4648  -7.2402  -0.1223  0.103
H  -2.4920  -6.6182  1.1393  0.105
H  -4.1414  -4.8498  1.7472  0.118
H  -4.9296  -2.5064  1.4436  0.103
H  -3.5049  -0.9317  0.1560  0.093
N  6.4306  -3.2293  2.4584  0.099
C  5.1017  -2.8831  2.6233  -0.320
C  4.6454  -2.3402  3.8281  -0.028
C  3.3166  -1.9929  3.9872  -0.065
C  2.4273  -2.1802  2.9382  -0.276
C  2.8552  -2.7712  1.7568  -0.054
C  4.1793  -3.1302  1.6007  -0.020
S  0.8025  -1.4647  2.9336  0.598
O  0.1874  -1.4850  4.2300  -0.290
O  0.0562  -2.1612  1.8867  -0.421
N  1.0045  0.0224  2.3012  -0.173
C  1.5907  0.9932  3.0401  -0.462
N  2.0707  0.7392  4.2781  0.119
C  2.5283  1.7531  4.9857  -0.128
C  2.5669  3.0573  4.5090  -0.070
C  2.1412  3.2136  3.2042  -0.144
N  1.6671  2.2197  2.4662  0.078
H  7.0997  -2.7936  3.0677  0.088
H  6.7422  -3.3673  1.5134  0.088
H  5.3457  -2.1799  4.6395  0.109
H  2.9537  -1.5641  4.9077  0.104
H  2.1313  -2.9386  0.9702  0.083
H  4.5135  -3.5887  0.6776  0.099
H  2.8895  1.5093  5.9814  0.111
H  2.9226  3.8840  5.1041  0.092
H  2.1813  4.1821  2.7124  0.106

=====

Molecular formula: C22H88O22
Method: DFT, the ωB97M-V functional and the def2-TZVPD basis

Output
2S+1 = 1
orbital gap = 0.369 Ha

Last column: Löwdin charge in e.
Cartesian coordinates (Å):
C  -5.8427  4.0627  1.6951  -0.201
O  -6.2384  3.5431  0.4740  -0.115
H  -6.5880  3.7633  2.5147  0.100
H  -4.8175  3.8137  2.0120  0.059
H  -5.8357  5.1707  1.5323  0.090
H  -6.4573  2.6287  0.6044  0.067
C  -3.0708  0.7291  4.3705  -0.206
O  -1.8277  0.5224  3.8932  -0.157
H  -3.8112  -0.0691  4.0699  0.093
H  -3.1064  0.8476  5.4218  0.064
H  -3.4601  1.6438  3.8793  0.083
H  -1.4711  1.3564  3.4221  0.079
C  1.1931  -1.3933  5.1215  -0.143
O  0.3607  -1.4927  4.0197  -0.150
H  2.0359  -1.9873  4.8017  0.076
H  1.5500  -0.3652  5.3012  0.090
H  0.7800  -1.8435  5.9943  0.071
H  -0.2106  -0.6924  4.0116  0.065
C  0.4583  0.0115  1.1005  -0.050
O  -0.9860  0.2682  0.9120  -0.121
H  0.5306  -0.9305  1.5068  0.043
H  0.9371  0.2086  0.1617  0.057
H  0.7832  0.7571  1.8436  0.091
H  -1.3080  -0.4439  0.3753  0.049
C  2.6279  4.5318  -1.9225  -0.154
O  3.0986  3.3340  -1.4266  -0.124
H  2.8696  5.3726  -1.2141  0.102
H  2.9960  4.6891  -2.9058  0.067
H  1.5401  4.5846  -2.0544  0.077
H  2.4854  2.6396  -1.6317  0.035
C  -0.5412  -5.8673  -1.5684  -0.128
O  -0.5822  -5.2622  -0.2555  -0.140
H  0.2819  -6.5419  -1.5177  0.068
H  -1.4637  -6.3488  -1.8520  0.068
H  -0.3836  -5.1411  -2.3832  0.067
H  -1.2397  -4.5397  -0.2707  0.033
C  -6.3204  -0.8946  -6.0933  -0.137
O  -7.5301  -1.6697  -6.3582  -0.134
H  -6.5579  0.1733  -5.9236  0.079
H  -5.7288  -1.3032  -5.1931  0.084
H  -5.6052  -1.0257  -6.8787  0.052
H  -7.5272  -2.5507  -6.0123  0.014
C  2.3716  -4.2643  2.0481  -0.147
O  2.4465  -4.1540  0.6633  -0.136
H  1.3567  -3.9519  2.3976  0.084
H  2.6960  -5.2244  2.5596  0.096
H  3.1715  -3.5223  2.3189  0.097
H  1.7278  -4.6153  0.2283  0.067
C  -4.2229  1.3938  -2.8847  -0.148
O  -3.4527  0.3855  -2.2158  -0.171
H  -3.6962  2.2851  -3.3275  0.094
H  -4.7538  0.9895  -3.7248  0.045
H  -4.9952  1.7039  -2.1786  0.072
H  -2.6814  0.8876  -1.8278  0.049
C  2.5849  3.1787  4.3427  -0.118
O  1.8606  3.9701  3.3794  -0.125
H  1.8876  2.7502  5.0701  0.070
H  3.1594  2.3957  3.8964  0.056
H  3.2566  3.7699  4.9626  0.078
H  2.3772  4.0489  2.5764  0.044
C  4.0965  0.6976  1.1417  -0.101
O  4.9048  -0.4993  1.2948  -0.154
H  3.6890  0.8604  2.1367  0.063
H  4.7757  1.5741  0.8878  0.082
H  3.3487  0.6119  0.3508  0.058
H  4.5983  -1.2037  0.6805  0.040
C  -2.4488  -3.4363  3.2686  -0.121
O  -1.6064  -2.6945  2.3842  -0.146
H  -1.8847  -4.3110  3.6873  0.097
H  -2.9837  -2.8856  4.1426  0.107
H  -3.2953  -3.7236  2.6821  0.060
H  -0.8432  -2.4053  2.8978  0.037
C  5.3010  4.4437  0.9944  -0.123
O  3.9327  4.0180  1.1139  -0.167
H  5.7841  4.5360  1.9349  0.065
H  5.8624  3.6134  0.5601  0.069
H  5.3984  5.3411  0.4114  0.073
H  3.7008  3.5681  0.2609  0.043
C  3.8089  0.3208  -3.2201  -0.109
O  3.1087  0.1816  -1.9492  -0.194
H  3.2194  -0.1891  -4.0170  0.082
H  3.9744  1.3779  -3.4247  0.068
H  4.8755  -0.0570  -3.1925  0.095
H  3.3638  -0.7304  -1.6390  0.040
C  -1.1976  3.7368  4.5372  -0.079
O  -0.9205  3.0169  3.2838  -0.156
H  -0.9233  4.7707  4.6228  0.080
H  -2.2005  3.6414  4.7380  0.040
H  -0.6311  3.1131  5.2646  0.094
H  0.0517  3.0425  3.1943  0.054
C  -1.9743  3.5235  -0.3027  -0.099
O  -1.9126  2.1782  -0.7411  -0.153
H  -0.9672  3.8255  -0.2780  0.065
H  -2.5175  4.0920  -0.9931  0.069
H  -2.3719  3.6084  0.6707  0.060
H  -1.6641  1.5972  -0.0075  0.039
C  0.0087  2.1511  -3.2594  -0.086
O  0.7547  1.6775  -2.0676  -0.185
H  -0.3762  3.1347  -2.9659  0.072
H  0.6912  2.1101  -4.1127  0.079
H  -0.9010  1.5161  -3.4221  0.071
H  1.3225  0.8744  -2.1479  0.040
C  4.6756  -2.7986  -1.4003  -0.105
O  3.7073  -2.0922  -0.6201  -0.180
H  5.5842  -2.2328  -1.3966  0.055
H  5.0341  -3.6361  -0.8345  0.077
H  4.4106  -3.1592  -2.4223  0.105
H  2.9249  -2.6638  -0.3556  0.093
C  -3.4689  -2.4253  -0.5304  -0.076
O  -2.1481  -2.9248  -0.2213  -0.156
H  -4.0660  -2.2767  0.3446  0.078
H  -3.4728  -1.3910  -0.9299  0.065
H  -3.8960  -3.0668  -1.2638  0.062
H  -2.0384  -2.8662  0.7296  0.014
C  7.9666  0.4679  -0.7420  -0.156
O  7.0521  -0.5919  -0.6832  -0.130
H  7.5740  1.2145  -1.4745  0.085
H  8.1764  0.9271  0.2097  0.075
H  8.8310  0.0561  -1.2068  0.065
H  6.2619  -0.3589  -0.2147  0.019
C  0.5959  -1.8667  -2.6422  -0.138
O  0.6396  -1.9372  -1.2231  -0.133
H  1.6571  -1.7429  -3.0176  0.075
H  0.2630  -2.8510  -3.1310  0.088
H  -0.0672  -1.0083  -2.9823  0.093
H  -0.2241  -2.2819  -0.9488  0.048
C  -5.9065  -4.2032  -3.6886  -0.168
O  -6.8033  -4.1202  -4.7912  -0.157
H  -4.8942  -3.6030  -3.8285  0.111
H  -6.5728  -3.9216  -2.8318  0.097
H  -5.5941  -5.2356  -3.5829  0.060
H  -6.2655  -4.3447  -5.5827  0.099

=====

> Look up the orbital gap of the third one.

0.369 Ha